[1]
7
Properties=species:S:1:pos:R:3:forces:R:3:lowdin_charge:R:1 method="wB97M-V/def2-TZVPD" charge=-1 spin_multiplicity=1 lumo_energy_ha=0.129 de_lowest_kcal_mol=53.4
O -0.5608 -1.2053 -1.1186 0.0 0.2 -0.1 -0.039
Br -2.5794 0.2627 0.0539 -0.5 0.3 0.0 0.504
O 2.2871 0.1805 0.2898 1.4 -1.1 0.5 0.194
C -0.8804 -0.7341 -0.0795 3.2 -1.3 6.9 -0.962
O -0.2228 -0.8116 1.3141 -3.1 0.6 -6.8 -0.354
O 0.5853 1.5203 -0.4293 -1.3 1.2 -0.6 0.167
C 1.3709 0.7875 -0.0303 0.4 0.1 0.2 -0.511

[2]
17
Properties=species:S:1:pos:R:3:forces:R:3:lowdin_charge:R:1 method="wB97M-V/def2-TZVPD" smiles="CS[C@H](NN)C(N)=O" spin_multiplicity=1 lumo_energy_ha=0.027 de_lowest_kcal_mol=45.1
H 0.0323 1.8059 -1.2306 -1.0 0.2 0.1 0.043
H 2.9921 0.8167 1.7323 0.1 0.5 -1.0 0.126
H 0.8209 -1.8664 1.4070 -0.1 -0.1 0.6 0.080
N 2.0975 0.7328 1.2531 0.4 0.1 4.1 0.148
H 0.4966 -0.5769 -1.2721 -0.5 -0.7 0.6 0.095
N -0.1587 -2.9640 0.0869 -2.1 0.1 1.1 -0.035
O 2.6311 0.7307 -0.9298 -0.1 0.1 -0.5 0.066
N 0.7334 -1.9323 0.4142 -0.6 1.8 -1.8 -0.142
C -0.9399 1.8547 -0.6871 1.1 -0.2 1.6 -0.351
C 0.4374 -0.5744 -0.1633 3.3 1.2 -1.4 -0.539
C 1.9140 0.4623 -0.0114 -2.4 -2.9 -1.0 -0.539
H -1.1633 -2.7196 0.0204 0.9 0.4 0.4 0.075
H 0.0041 -3.5231 -0.7144 1.2 0.0 -0.8 0.055
H 1.4394 0.3646 1.9377 -0.2 0.2 -0.7 0.089
S -1.0322 0.3342 0.3821 -0.3 -0.2 0.0 0.772
H -0.9022 2.6659 0.0748 0.1 -0.3 -0.8 0.035
H -1.8354 1.9667 -1.2816 0.1 -0.2 -0.4 0.021

[3]
38
Properties=species:S:1:pos:R:3:forces:R:3:lowdin_charge:R:1 method="wB97M-V/def2-TZVPD" charge=-1 spin_multiplicity=1 lumo_energy_ha="0.044 / 0.044" de_lowest_kcal_mol=62.9
C 0.6452 -0.2844 3.0612 0.1 -0.2 -0.3 -0.219
H -2.8694 -3.7696 0.5932 -0.3 -0.6 -0.3 0.074
P -1.3999 -2.2615 0.5461 -1.0 -1.4 1.2 0.141
H 0.8787 2.2967 -4.6169 -0.1 -0.2 0.1 0.146
H 1.9180 2.5536 2.4554 -0.1 -0.1 0.0 0.033
O -1.1708 -2.6394 -0.8934 0.5 0.3 -1.1 -0.366
C -0.7162 1.3580 -3.7779 -1.0 -0.5 0.5 -0.470
C 0.8564 2.6237 2.6982 0.0 -0.2 -0.3 -0.290
H 0.5880 0.1193 4.0749 -0.1 0.1 -0.2 0.049
S 0.2080 1.7306 -0.1217 0.0 -2.1 -1.6 0.277
H 1.6754 -0.4986 2.7843 -0.1 0.1 0.1 0.038
O 2.1614 -2.8661 2.1516 0.1 0.0 -0.1 -0.254
C 1.6105 0.8429 -3.4066 0.5 -0.9 0.7 -0.472
N -2.7997 1.5476 -3.9098 -1.2 -0.3 0.4 -0.119
H -1.8756 1.4599 3.6383 0.1 0.0 0.0 0.036
O 1.4566 -3.6075 -0.1962 0.4 0.0 0.5 -0.108
N 2.6679 -0.6340 -2.2987 0.8 -0.9 1.2 -0.086
H 0.0779 -1.2032 2.9759 -0.1 0.0 0.1 0.020
N -2.5736 0.6477 -3.0235 -1.1 -0.4 0.5 -0.101
N 3.5113 0.1561 -2.8438 0.8 -1.0 0.3 -0.100
O -0.2909 -2.9215 1.4752 0.3 0.5 -0.5 -0.262
C -1.8843 1.4620 2.5486 0.2 -0.2 -0.3 -0.229
O 1.2520 -1.1680 0.4580 -1.4 0.8 -1.5 -0.457
P 1.2999 -2.5770 1.0062 0.1 -1.3 0.3 0.208
Ir -0.2231 -0.5565 -1.1840 2.5 3.8 0.0 1.156
H 0.7379 2.6558 3.7808 -0.1 -0.1 0.0 0.028
N -1.6777 2.0258 -4.4100 1.7 -0.1 -0.1 0.012
H -2.5568 0.6951 2.1800 0.0 0.1 0.0 0.019
As -0.0815 1.0759 1.8903 -0.1 1.6 1.8 0.795
H 0.8563 -3.3473 -0.9005 -0.2 -0.1 -0.5 0.038
O -2.7386 -2.9580 1.0743 0.4 0.7 0.1 -0.080
N 1.4371 -0.2518 -2.6079 -2.1 1.0 0.4 -0.116
H 0.4710 3.5414 2.2517 0.0 -0.1 0.1 0.020
O -1.5091 -0.7881 0.8262 0.2 0.5 -1.4 -0.425
N 0.6117 1.5390 -4.0051 0.3 0.6 -0.3 0.132
H -2.1979 2.4398 2.1837 0.1 0.0 0.0 0.039
N 2.9073 1.0865 -3.5609 -1.5 0.9 -0.7 0.019
N -1.2637 0.4752 -2.8974 1.6 -0.2 1.0 -0.126